# 1
An isolated ion of composition C4H7N2 and charge +1 at a distorted geometry, computed with wB97M-V/def2-TZVPD.

Geometry (Å):
C 0.912722 1.153776 1.206023
C 0.152418 0.281590 0.307544
C -1.173187 0.085151 0.175822
N -1.358049 -0.787880 -0.865667
C -0.188863 -1.112264 -1.393926
N 0.733671 -0.465705 -0.701188
H 1.604570 1.827119 0.710797
H 1.506727 0.618311 1.945790
H 0.289447 1.794506 1.824493
H -1.872783 0.327159 0.948715
H -2.229761 -1.256031 -1.079248
H -0.087221 -1.875853 -2.138526
H 1.710303 -0.589882 -0.940632

Atoms 1-6, force components in eV/Å:
0.6 0.5 1.2
0.5 0.3 -0.6
0.2 -0.3 0.9
-0.6 -0.4 0.2
-0.8 -0.2 0.5
0.7 -0.4 -0.7

Properties
multiplicity: 1
ΔE to the lowest compared entry with this formula, charge and spin: 4.52 kcal per mole
total energy: -7235.5424 eV
HOMO level: -14.438 eV
orbital gap: 0.4082 hartree
total charge: +1
structure (SMILES): Cc1c[nH]c[nH+]1

***

# 2
C41H28Cl5ErF8N5O4S2 as an isolated structure at a distorted geometry, computed with wB97M-V/def2-TZVPD.

Geometry (Å):
Er 0.038192 -0.333943 -0.090242
Cl 3.189626 -0.288796 1.152555
C 2.911415 -1.956139 0.795465
C 1.704607 -2.228225 0.141538
C 1.482403 -3.592461 -0.053801
Cl -0.017833 -4.030730 -0.789149
C 2.364091 -4.601740 0.314011
Cl 2.005845 -6.260159 0.028186
C 3.572661 -4.250078 0.904195
Cl 4.721316 -5.462579 1.296358
C 3.848176 -2.910941 1.166999
Cl 5.317505 -2.482197 1.948894
F 3.854553 3.771379 -1.728729
C 3.077979 2.732230 -2.151829
C 2.404104 1.951748 -1.234916
C 1.603873 0.860811 -1.620710
C 1.510735 0.638456 -3.025226
C 2.151080 1.492337 -3.925988
F 1.983035 1.390927 -5.279033
C 2.959400 2.530191 -3.514714
C 0.713544 -0.508209 -3.482797
C 0.854168 -1.078273 -4.754048
C 0.040315 -2.126898 -5.134528
C -0.899046 -2.606947 -4.234623
C -0.944403 -2.024761 -2.979321
N -0.167574 -1.018572 -2.602586
H 2.515173 2.200512 -0.186426
H 3.442178 3.174752 -4.233591
H 1.598523 -0.714921 -5.440512
H 0.136240 -2.558409 -6.122760
H -1.555364 -3.426089 -4.478970
H -1.642979 -2.392895 -2.239234
F -3.654476 -4.353817 2.932498
C -2.434194 -4.117634 2.447202
F -2.260744 -4.909090 1.391878
F -1.551709 -4.485572 3.378744
S -2.257056 -2.305057 1.939145
O -1.002429 -2.214535 1.244048
O -2.390568 -1.527495 3.121842
N -3.518751 -2.257364 0.983508
S -3.574670 -0.918927 0.172242
O -2.287390 -0.560558 -0.365754
O -4.342658 0.142820 0.727552
C -4.644474 -1.502737 -1.279759
F -5.018085 -0.492469 -2.071879
F -4.043122 -2.407136 -2.055165
F -5.751573 -2.064379 -0.798696
C -4.038627 3.307508 2.095903
C -3.645305 4.722406 1.798218
C -4.142400 5.766476 2.570477
C -3.835880 7.090255 2.303605
C -3.019626 7.395589 1.228646
C -2.514418 6.375961 0.444301
C -2.798411 5.039254 0.724122
N -2.274752 4.041903 -0.116732
C -1.387356 3.029370 0.235157
N -0.991688 3.085742 1.522828
C -0.378632 2.167757 2.415098
C 0.084497 0.909153 1.980972
C 0.594558 0.097998 3.020897
C 0.657346 0.497086 4.345189
C 0.225890 1.759293 4.701143
C -0.293335 2.617949 3.745918
C -0.740827 3.989740 4.196021
N -0.975554 2.169663 -0.637821
C -1.256636 2.327363 -2.005106
C -2.103204 1.420743 -2.645943
C -2.281819 1.442407 -4.014188
C -1.622651 2.378886 -4.791302
C -0.818536 3.315577 -4.166184
C -0.630752 3.315694 -2.789541
C 0.223053 4.383988 -2.169446
H -4.946385 3.289406 2.695068
H -3.263128 2.776055 2.647561
H -4.208728 2.744797 1.179791
H -4.797074 5.529125 3.397020
H -4.241330 7.877659 2.922489
H -2.773463 8.423478 1.003757
H -1.881157 6.606575 -0.400873
H -2.288809 4.247842 -1.103967
H -1.329082 3.913121 1.995391
H 0.962995 -0.904630 2.795086
H 1.052891 -0.167034 5.101638
H 0.283255 2.083694 5.733476
H -0.509799 4.106221 5.254498
H -1.817710 4.133525 4.081695
H -0.224019 4.786797 3.656404
H -2.631076 0.694760 -2.052917
H -2.941620 0.718857 -4.470389
H -1.735216 2.379068 -5.866752
H -0.323778 4.073018 -4.762115
H 1.043297 4.651100 -2.832016
H 0.629885 4.047539 -1.219773
H -0.362692 5.289135 -2.001107

Atoms 1-6, force components in eV/Å:
0.5 0.6 -0.5
0.5 0.3 0.2
-0.6 -0.1 -0.5
0.3 -0.4 0.5
0.1 0.6 0.1
-0.2 -0.6 -0.4

Properties
multiplicity: 4
ΔE to the lowest compared entry with this formula, charge and spin: 9.94 kcal per mole
total energy: -192260.2391 eV
HOMO level (alpha / beta): -5.554 / -5.558 eV
orbital gap (alpha / beta): 0.2889 / 0.2890 hartree
total charge: -1
<S²>: 3.75

***

# 3
C32H42Cl3InN5O2Si as an isolated structure, computed with wB97M-V/def2-TZVPD.

Geometry (Å):
In -0.577039 -0.895537 0.875449
C -0.928158 -2.026389 3.952964
C 0.279173 -1.109683 3.981634
N 0.077765 0.024581 3.062945
C -0.842419 1.042494 3.587421
C -2.231205 1.003296 2.978177
C -3.164603 1.982454 3.276502
C -4.397795 1.932320 2.645807
C -4.658264 0.921635 1.734675
C -3.672332 -0.022667 1.497540
C -3.887949 -1.134719 0.489326
N -2.705180 -1.972381 0.244994
C -2.760287 -3.281273 0.918928
C -2.469203 -3.119923 2.398359
N -1.128037 -2.559510 2.600866
N -2.502704 0.017683 2.127328
H -1.827978 -1.473390 4.230118
H -0.804487 -2.826609 4.689160
H 1.167609 -1.648070 3.654936
H 0.449260 -0.756840 5.003898
H 0.977195 0.451350 2.867360
H -0.424749 2.035210 3.407662
H -0.934292 0.944403 4.674845
H -2.925414 2.774817 3.973281
H -5.144628 2.687777 2.849509
H -5.601877 0.874318 1.208118
H -4.216569 -0.686549 -0.449923
H -4.719969 -1.756637 0.838438
H -2.602574 -2.121962 -0.751667
H -2.010867 -3.923514 0.458898
H -3.741335 -3.747681 0.786556
H -2.585903 -4.082217 2.905876
H -3.187214 -2.432038 2.850021
H -0.450001 -3.301768 2.449047
C -0.841663 0.908977 -0.260379
Si 0.508433 1.609897 -1.332084
C 0.867308 0.343498 -2.669681
N 1.194376 -0.982008 -2.127681
C 2.645622 -1.154248 -1.879481
C 3.323065 -2.112911 -2.859814
C 2.833837 -1.856714 -4.280929
C 1.312859 -2.084638 -4.373715
C 0.677501 -2.053435 -2.981158
C 1.996002 2.039045 -0.270732
C 3.255676 2.262662 -0.832294
C 4.343497 2.613965 -0.047052
C 4.193290 2.761787 1.325028
C 2.946774 2.576953 1.903371
C 1.866077 2.223272 1.106087
C -0.095619 3.177763 -2.164611
C -1.096711 3.128438 -3.139934
C -1.577282 4.282459 -3.739534
C -1.064734 5.518414 -3.370147
C -0.072118 5.592247 -2.404976
C 0.406379 4.432093 -1.811154
H -1.712785 0.715890 -0.897528
H -1.170419 1.646126 0.476124
H 1.603509 0.719497 -3.396780
H -0.069133 0.260908 -3.234722
H 2.819401 -1.480927 -0.850017
H 3.121483 -0.177631 -1.968968
H 3.122810 -3.152002 -2.583462
H 4.404268 -1.981853 -2.785057
H 3.362051 -2.495735 -4.988709
H 3.077806 -0.826887 -4.557712
H 1.091436 -3.048375 -4.838009
H 0.857259 -1.325622 -5.012676
H 0.848351 -2.999134 -2.467199
H -0.408246 -1.942103 -3.054755
H 3.393114 2.169031 -1.904068
H 5.309820 2.778555 -0.504890
H 5.041588 3.036867 1.937518
H 2.819118 2.723992 2.969410
H 0.883241 2.123164 1.557068
H -1.511795 2.173656 -3.447048
H -2.347101 4.219675 -4.497832
H -1.436040 6.420858 -3.837848
H 0.334522 6.553497 -2.118748
H 1.190144 4.506918 -1.065950
Cl 3.752591 -3.671817 0.969052
C 2.072782 -4.120431 0.739948
Cl 1.896972 -5.174562 -0.652291
Cl 1.473736 -4.970783 2.204028
C 1.159729 -2.879218 0.649432
O 1.466356 -1.874529 1.327431
O 0.082896 -2.967523 0.026079

Atoms 1-6, force components in eV/Å:
-0.2 -0.2 0.4
0.0 0.0 0.0
0.0 0.0 0.0
0.0 0.0 0.0
0.0 0.0 0.0
0.0 0.0 0.0

Properties
multiplicity: 1
total energy: -96028.0143 eV
HOMO level: -10.167 eV
orbital gap: 0.2936 hartree
total charge: +1

***

# 4
C2F3LaNO5S2 as an isolated structure at a distorted geometry, computed with wB97M-V/def2-TZVPD.

Geometry (Å):
La 1.105740 -2.520608 -1.255143
N -0.037377 0.714823 1.012844
S -0.618434 -0.778788 1.573456
O 0.552361 -1.839450 1.003320
S -0.180138 1.003510 -0.533753
O -0.006638 -0.201271 -1.414238
O 0.605001 2.175494 -0.917614
C -1.938837 1.522392 -0.940758
F -2.778756 0.504347 -0.840088
F -2.309701 2.472466 -0.094419
F -1.987863 2.002565 -2.175589
O 2.820376 -1.909340 0.430063
C 2.269620 -1.680691 1.503034
O 2.504646 -1.465449 2.648883

Atoms 1-6, force components in eV/Å:
-0.5 2.1 1.3
-0.4 -0.6 -0.7
0.6 0.4 -0.6
1.0 -0.2 0.0
1.1 1.5 0.3
0.3 -0.8 0.0

Properties
multiplicity: 2
total energy: -44482.1231 eV
HOMO level (alpha / beta): -6.843 / -8.163 eV
orbital gap (alpha / beta): 0.2010 / 0.2489 hartree
<S²>: 0.75

***

# 5
A 2-piece molecular cluster, C4H7NO overall, computed with wB97M-V/def2-TZVPD.

Geometry (Å):
O 2.551363 -0.077297 -0.563259
N 1.859016 0.836068 -0.157523
C 0.469900 0.535106 -0.145466
C -0.278719 -0.550458 -0.407605
C -1.553615 0.136485 0.021533
C -0.688327 1.417230 0.247893
H 2.036795 -2.112103 0.240256
H -0.065243 -1.547109 -0.776650
H 1.575563 -2.620459 0.529040
H -2.342984 0.211783 -0.732946
H -1.981077 -0.272213 0.943839
H -0.900988 2.221355 -0.463059
H -0.681687 1.821607 1.263941

Atoms 1-6, force components in eV/Å:
-0.3 0.4 0.1
0.2 -0.4 -0.2
-0.1 0.0 0.0
0.1 0.0 0.0
-0.1 0.0 0.0
0.0 0.2 0.1

Properties
multiplicity: 1
ΔE to the lowest compared entry with this formula, charge and spin: 126.79 kcal per mole
total energy: -7794.1463 eV
HOMO level (alpha / beta): -9.161 / -9.162 eV
orbital gap (alpha / beta): 0.3093 / 0.3093 hartree
structure (SMILES): O=NC1=CCC1.[H][H]